# 1
{"formula": "C24H31FN4O2S", "method": "ωB97M-V/def2-TZVPD", "smiles": "C[C@H](NC(=O)C(=O)N1CCCCC1)[C@H](c1cccs1)N1CCN(c2ccccc2F)CC1", "homo_energy_ha": -0.292, "lumo_energy_ev": 0.675, "species": ["C", "C", "N", "C", "O", "C", "O", "N", "C", "C", "C", "C", "C", "C", "C", "C", "C", "C", "S", "N", "C", "C", "N", "C", "C", "C", "C", "C", "C", "F", "C", "C", "H", "H", "H", "H", "H", "H", "H", "H", "H", "H", "H", "H", "H", "H", "H", "H", "H", "H", "H", "H", "H", "H", "H", "H", "H", "H", "H", "H", "H", "H", "H"], "xyz": [[-0.55735, -1.13554, 2.56784], [-0.90907, -0.26920, 1.36541], [-2.31863, -0.37387, 1.07783], [-3.08379, 0.66163, 0.70831], [-2.70633, 1.82051, 0.68291], [-4.48050, 0.14990, 0.32088], [-4.59898, -1.05736, 0.11889], [-5.50970, 0.99824, 0.22982], [-5.48854, 2.43249, 0.41473], [-5.85873, 3.12878, -0.89593], [-7.22400, 2.64929, -1.38085], [-7.21803, 1.12847, -1.50963], [-6.80768, 0.49494, -0.18191], [-0.10578, -0.65374, 0.09117], [-0.41570, -2.07250, -0.27027], [-1.44931, -2.56253, -1.00666], [-1.45026, -3.97470, -1.08417], [-0.41748, -4.53259, -0.40634], [0.58115, -3.34902, 0.34589], [1.33812, -0.52927, 0.25233], [1.81534, 0.69851, 0.86515], [3.32141, 0.58247, 1.08937], [4.00532, 0.37522, -0.17053], [5.33656, 0.73195, -0.30288], [6.30342, -0.12593, -0.84040], [7.61205, 0.27710, -1.02898], [8.01797, 1.55198, -0.67949], [7.08819, 2.42833, -0.14605], [5.78317, 2.02104, 0.02316], [4.90818, 2.93981, 0.51334], [3.51242, -0.81298, -0.82735], [2.00648, -0.67144, -1.03118], [-0.96251, -0.69911, 3.47727], [0.52068, -1.22525, 2.66015], [-0.97540, -2.13213, 2.44864], [-0.73710, 0.79027, 1.57929], [-2.73061, -1.29279, 0.94637], [-4.50182, 2.74864, 0.74469], [-6.22710, 2.68569, 1.18537], [-5.86487, 4.20779, -0.73863], [-5.09881, 2.89883, -1.64491], [-7.46435, 3.10687, -2.34193], [-7.99166, 2.95083, -0.66387], [-8.20534, 0.76261, -1.79471], [-6.50701, 0.82836, -2.28181], [-6.73374, -0.58995, -0.27020], [-7.54018, 0.74476, 0.59374], [-0.47843, 0.00802, -0.71725], [-2.19137, -1.94355, -1.47886], [-2.19040, -4.53880, -1.62234], [-0.17298, -5.57050, -0.29925], [1.34450, 0.84348, 1.83593], [1.60505, 1.57697, 0.23272], [3.68045, 1.48574, 1.57606], [3.50617, -0.27480, 1.75781], [6.02864, -1.13529, -1.10117], [8.32337, -0.42100, -1.44459], [9.03986, 1.86554, -0.82142], [7.35617, 3.43685, 0.12795], [3.98755, -0.91242, -1.80438], [3.70478, -1.71865, -0.23111], [1.63180, -1.56010, -1.54173], [1.81218, 0.20507, -1.67480]], "forces_ev_per_angstrom": [[-0.1, 0.2, -0.1], [0.3, 0.3, 0.0], [-0.1, -0.4, 0.0], [0.4, 0.0, 0.2], [0.0, 0.1, -0.1], [-0.3, -0.4, -0.1], [0.1, 0.0, 0.0], [-0.1, 0.0, 0.1], [0.3, 0.7, 0.0], [-0.2, 0.0, 0.2], [0.2, -0.1, -0.2], [-0.1, 0.1, 0.2], [-0.2, -0.5, -0.3], [-0.2, 0.2, 0.0], [0.2, -0.2, 0.0], [0.2, 0.2, 0.1], [0.0, -0.3, 0.0], [0.2, 0.2, 0.2], [-0.4, 0.0, -0.3], [-0.1, 0.0, 0.0], [0.2, 0.0, 0.2], [-0.2, 0.2, 0.2], [-0.3, 0.1, -0.1], [0.4, 0.2, 0.0], [-0.2, 0.0, 0.1], [0.2, 0.0, 0.0], [0.0, -0.1, 0.0], [-0.1, 0.0, 0.0], [0.1, 0.1, 0.1], [0.0, -0.2, -0.1], [-0.2, 0.1, -0.3], [0.3, -0.2, -0.2], [0.0, 0.0, 0.1], [0.1, -0.1, 0.1], [0.0, -0.1, 0.0], [0.0, -0.2, 0.0], [0.0, 0.2, 0.0], [-0.2, -0.1, 0.0], [0.0, 0.0, 0.0], [0.1, 0.0, 0.0], [0.1, 0.0, 0.0], [-0.1, 0.0, 0.0], [-0.1, 0.0, 0.0], [0.0, -0.1, 0.0], [0.0, -0.1, 0.0], [-0.1, 0.2, 0.1], [0.0, 0.0, 0.0], [0.0, -0.1, 0.1], [-0.1, 0.2, -0.1], [-0.1, -0.1, -0.1], [0.0, -0.2, 0.0], [0.0, 0.0, 0.0], [0.0, 0.0, 0.1], [0.0, -0.1, 0.0], [0.0, 0.1, 0.0], [-0.1, -0.1, 0.0], [0.1, -0.1, 0.0], [0.1, 0.0, 0.0], [0.0, 0.1, 0.0], [0.0, 0.0, 0.1], [0.0, 0.0, -0.1], [0.0, 0.1, 0.0], [0.0, -0.1, 0.0]], "nbo_charge": [-0.625, -0.058, -0.595, 0.595, -0.629, 0.592, -0.652, -0.400, -0.233, -0.404, -0.399, -0.404, -0.228, -0.078, -0.199, -0.267, -0.255, -0.418, 0.441, -0.458, -0.226, -0.218, -0.454, 0.175, -0.264, -0.209, -0.229, -0.264, 0.347, -0.335, -0.225, -0.217, 0.220, 0.224, 0.217, 0.234, 0.439, 0.266, 0.182, 0.214, 0.204, 0.211, 0.193, 0.213, 0.203, 0.248, 0.189, 0.196, 0.234, 0.225, 0.234, 0.206, 0.181, 0.229, 0.175, 0.215, 0.214, 0.216, 0.228, 0.213, 0.181, 0.219, 0.174]}

---

# 2
{"formula": "C30H58AsBrF6IrN4O3PSi3", "method": "ωB97M-V/def2-TZVPD", "de_lowest_ev": 0.000, "homo_energy_ha": [-0.605, -0.605], "lumo_energy_ev": [-9.125, -10.663], "spin_multiplicity": 2, "charge": 3, "species": ["Ir", "O", "C", "C", "C", "N", "C", "Br", "C", "H", "H", "H", "H", "C", "Si", "C", "C", "As", "Si", "C", "C", "C", "Si", "C", "C", "C", "H", "H", "H", "H", "H", "H", "H", "H", "H", "H", "H", "H", "H", "H", "H", "H", "H", "H", "H", "H", "H", "H", "H", "H", "H", "H", "H", "O", "P", "N", "C", "C", "C", "C", "N", "C", "C", "C", "C", "N", "C", "C", "C", "C", "H", "H", "H", "H", "H", "H", "H", "H", "H", "H", "H", "H", "H", "H", "H", "H", "H", "H", "H", "H", "H", "H", "H", "H", "C", "C", "O", "C", "F", "F", "F", "C", "F", "F", "F", "H", "H", "H"], "xyz": [[-0.15805, 0.05544, 0.10165], [-0.60260, -1.57041, 5.92117], [-0.45456, -1.04523, 4.72163], [0.43292, -0.01117, 4.40543], [0.51903, 0.43009, 3.10634], [-0.21581, -0.09964, 2.11436], [-1.11509, -1.03112, 2.46333], [-2.23366, -1.45540, 0.99054], [-1.28698, -1.55238, 3.70814], [-0.01313, -1.19023, 6.58791], [1.05490, 0.44516, 5.16457], [1.18038, 1.23296, 2.82886], [-2.03378, -2.30220, 3.92948], [-3.80166, 0.25658, -1.43175], [-3.07463, 1.97895, -1.54763], [-2.10064, 2.22267, -3.12746], [-4.39732, 3.27343, -1.38741], [-1.45536, 2.16136, 0.23423], [-2.60593, 2.70452, 2.34414], [-3.63180, 1.25349, 2.90664], [-3.70521, 4.14009, 1.89091], [-1.35736, 3.23123, 3.62688], [-0.10614, 4.10196, -0.31148], [0.70233, 4.73524, 1.24201], [-1.27613, 5.38180, -1.00291], [1.10187, 3.51294, -1.60858], [-4.56430, 0.13432, -2.20743], [-4.29803, 0.09124, -0.47322], [-3.03961, -0.51132, -1.56090], [-2.71531, 1.91062, -3.97754], [-1.17681, 1.64644, -3.12646], [-1.85724, 3.27554, -3.28382], [-4.98845, 3.24415, -2.30935], [-3.99864, 4.28324, -1.28863], [-5.08280, 3.08212, -0.56095], [-4.11710, 0.71623, 2.09402], [-4.42646, 1.65754, 3.54222], [-3.06396, 0.54714, 3.51503], [-4.63047, 3.83081, 1.40687], [-3.23005, 4.89844, 1.27453], [-3.97436, 4.61933, 2.83873], [-0.37460, 2.76552, 3.56910], [-1.78097, 2.99414, 4.60782], [-1.21616, 4.31120, 3.58615], [-0.00736, 5.27757, 1.86462], [1.47438, 5.44964, 0.93833], [1.18678, 3.97277, 1.84872], [-2.10111, 5.61846, -0.33295], [-1.69148, 5.11899, -1.97639], [-0.70023, 6.30425, -1.13162], [1.60409, 2.59118, -1.31476], [1.85907, 4.28863, -1.75764], [0.59208, 3.36171, -2.56182], [-0.23883, -0.36617, -2.05793], [0.52172, -1.28460, -2.96951], [-0.60111, -1.70948, -4.21078], [-1.59516, -0.80963, -4.79228], [-2.01910, -1.48327, -6.09548], [-1.80919, -2.96699, -5.80001], [-0.52686, -2.96229, -4.96964], [1.63644, -0.53358, -3.89902], [1.54004, 0.92782, -4.15782], [2.85975, 1.25161, -4.85095], [3.14233, -0.01201, -5.66010], [2.70556, -1.14388, -4.73133], [1.07279, -2.64221, -2.32426], [0.40796, -3.22586, -1.11879], [1.17539, -4.52436, -0.87472], [1.64963, -4.93100, -2.26645], [2.06266, -3.60552, -2.89326], [-1.17669, 0.19297, -4.90257], [-2.42008, -0.72292, -4.07839], [-1.37330, -1.15957, -6.91330], [-3.04439, -1.24145, -6.36322], [-1.70580, -3.57144, -6.69737], [-2.63393, -3.37084, -5.21066], [0.35279, -2.92146, -5.62937], [-0.39806, -3.80273, -4.28995], [1.38204, 1.46125, -3.22277], [0.69966, 1.13867, -4.82932], [3.64307, 1.41618, -4.11137], [2.78304, 2.14450, -5.46712], [4.18604, -0.11369, -5.94747], [2.54259, -0.02216, -6.57161], [3.51899, -1.48284, -4.08692], [2.32885, -2.00653, -5.28507], [-0.65114, -3.41335, -1.31918], [0.49184, -2.53712, -0.27712], [0.55010, -5.27580, -0.39841], [2.03261, -4.33502, -0.22850], [0.82901, -5.37964, -2.83198], [2.47122, -5.64324, -2.25275], [2.01409, -3.63368, -3.97897], [3.06563, -3.31674, -2.58708], [3.75524, 0.80710, -1.17961], [3.07214, 0.17939, 0.02365], [1.72237, -0.08413, -0.25481], [3.69369, -1.21525, 0.30978], [4.92860, -1.12406, 0.77469], [2.95409, -1.92184, 1.17576], [3.73248, -1.92546, -0.83243], [3.28945, 1.09384, 1.25217], [2.35605, 2.06931, 1.25013], [3.17102, 0.44397, 2.42005], [4.48405, 1.66586, 1.23554], [3.48191, 0.23132, -2.05868], [4.83731, 0.80678, -1.06686], [3.41757, 1.83757, -1.29695]], "forces_ev_per_angstrom": [[-0.3, -0.4, 0.1], [0.0, 0.0, 0.0], [0.1, 0.0, 0.0], [0.0, 0.0, 0.0], [0.0, 0.1, 0.0], [0.0, 0.0, 0.1], [-0.1, -0.1, 0.2], [0.3, 0.4, -0.2], [0.0, 0.0, -0.1], [0.0, 0.0, 0.0], [0.0, 0.0, 0.0], [-0.1, -0.1, 0.1], [0.0, 0.0, 0.0], [-0.1, 0.1, 0.0], [0.0, 0.0, 0.0], [-0.1, 0.1, 0.0], [0.0, 0.0, 0.0], [-0.1, -0.2, 0.0], [0.0, 0.0, -0.2], [0.1, 0.0, 0.1], [0.0, -0.1, 0.1], [0.0, 0.0, 0.0], [0.0, 0.0, 0.0], [0.0, 0.0, -0.1], [0.1, -0.1, 0.0], [-0.1, 0.1, 0.1], [0.1, 0.0, 0.0], [0.0, 0.1, 0.0], [0.0, -0.1, -0.1], [0.0, 0.0, 0.0], [0.0, 0.0, 0.0], [0.0, 0.0, 0.0], [0.0, 0.0, 0.0], [0.0, 0.0, 0.0], [0.0, 0.0, -0.1], [0.0, 0.0, -0.1], [0.0, 0.0, 0.0], [0.0, 0.0, 0.0], [0.0, 0.0, 0.0], [0.1, 0.0, 0.0], [0.0, 0.0, 0.0], [-0.1, 0.0, 0.0], [0.0, 0.0, 0.0], [0.0, 0.0, 0.0], [-0.1, 0.0, 0.0], [0.0, 0.0, 0.0], [0.0, 0.0, 0.0], [0.0, 0.0, 0.0], [0.0, 0.0, 0.0], [0.0, 0.0, 0.0], [-0.1, 0.0, 0.0], [0.0, 0.0, 0.0], [0.0, 0.0, 0.0], [0.0, 0.0, 0.1], [0.0, 0.1, 0.2], [0.0, -0.1, 0.0], [0.0, 0.0, -0.1], [0.0, 0.0, 0.0], [0.0, 0.0, 0.0], [-0.1, 0.0, -0.1], [-0.1, 0.1, 0.0], [0.1, 0.0, 0.0], [0.0, -0.1, 0.0], [0.0, 0.0, 0.0], [0.0, 0.0, -0.1], [-0.1, 0.0, 0.0], [0.0, 0.0, -0.1], [0.0, 0.0, 0.0], [-0.1, 0.0, 0.0], [-0.1, -0.1, 0.0], [0.0, 0.0, 0.0], [0.0, 0.0, 0.1], [0.0, 0.0, 0.0], [0.0, 0.0, 0.0], [0.0, 0.0, 0.0], [0.0, 0.0, 0.0], [0.0, 0.0, 0.0], [0.0, 0.0, 0.0], [0.0, -0.1, 0.0], [0.0, 0.0, 0.0], [0.0, 0.0, 0.0], [0.0, 0.0, 0.0], [0.0, 0.0, 0.0], [0.0, 0.0, 0.0], [0.0, 0.0, 0.0], [0.0, 0.0, 0.0], [0.0, 0.0, 0.0], [0.0, 0.0, 0.0], [0.0, 0.0, 0.0], [0.0, 0.0, 0.0], [0.0, 0.0, 0.0], [0.0, 0.0, 0.0], [0.0, 0.0, 0.0], [0.0, 0.0, 0.0], [0.0, 0.1, 0.0], [-0.2, -0.1, 0.3], [0.3, 0.3, -0.4], [-0.1, 0.0, 0.0], [0.1, 0.1, 0.1], [0.0, 0.1, 0.0], [0.0, 0.0, -0.1], [0.2, -0.2, 0.0], [0.0, 0.1, -0.1], [0.1, -0.1, -0.1], [-0.1, 0.0, 0.0], [0.0, 0.0, 0.0], [0.0, 0.0, 0.0], [0.1, -0.1, 0.0]], "mulliken_spin": [0.009, 0.000, 0.000, 0.000, -0.002, 0.000, -0.002, 0.000, 0.003, 0.000, 0.000, 0.001, 0.000, 0.005, -0.006, 0.004, 0.000, -0.001, 0.000, 0.000, -0.001, 0.000, 0.001, 0.000, 0.000, -0.003, 0.001, 0.000, -0.002, -0.001, 0.001, 0.000, 0.000, 0.000, 0.000, 0.000, 0.000, 0.000, 0.000, 0.000, 0.000, 0.000, 0.000, 0.000, 0.000, 0.000, 0.000, 0.000, 0.000, 0.000, 0.003, 0.001, 0.000, 0.007, -0.032, 0.677, -0.044, 0.001, 0.018, -0.044, 0.225, -0.032, 0.004, -0.002, -0.027, 0.007, 0.004, 0.000, -0.001, -0.003, 0.034, 0.052, 0.000, -0.002, -0.001, 0.000, 0.058, 0.012, 0.009, 0.036, -0.001, 0.000, 0.000, 0.000, 0.013, 0.020, -0.003, -0.001, 0.000, 0.000, 0.000, 0.000, 0.001, 0.002, -0.002, 0.001, 0.004, 0.000, 0.000, 0.000, 0.000, -0.002, 0.000, 0.000, 0.000, -0.001, 0.000, 0.000]}

---

# 3
{"formula": "C16H13Cl28N4", "method": "ωB97M-V/def2-TZVPD", "de_lowest_ev": 0.000, "homo_energy_ha": -0.451, "lumo_energy_ev": -3.228, "charge": 1, "species": ["N", "C", "N", "C", "C", "C", "C", "C", "C", "N", "C", "C", "N", "H", "H", "H", "H", "H", "H", "H", "H", "H", "H", "H", "H", "H", "C", "Cl", "Cl", "Cl", "Cl", "C", "Cl", "Cl", "Cl", "Cl", "C", "Cl", "Cl", "Cl", "Cl", "C", "Cl", "Cl", "Cl", "Cl", "C", "Cl", "Cl", "Cl", "Cl", "C", "Cl", "Cl", "Cl", "Cl", "C", "Cl", "Cl", "Cl", "Cl"], "xyz": [[0.93210, -4.78849, 0.94884], [1.24359, -3.51532, 0.87766], [1.89043, -3.06113, -0.21346], [2.17414, -1.60076, -0.14520], [0.90435, -0.83345, 0.23086], [0.17244, -1.47289, 1.44920], [-1.29453, -1.68954, 1.13466], [-2.27601, -1.28635, 2.04422], [-3.60682, -1.47967, 1.69822], [-4.04390, -2.01638, 0.55405], [-3.08270, -2.41519, -0.27105], [-1.71653, -2.27748, -0.04980], [0.83131, -2.71656, 1.95245], [0.24490, -5.06752, 1.63489], [1.40547, -5.46812, 0.37053], [1.39056, -3.27843, -1.07232], [2.98176, -1.43427, 0.56469], [2.48255, -1.28170, -1.13901], [0.24424, -0.72344, -0.63071], [1.20717, 0.18565, 0.49352], [0.21668, -0.74653, 2.26349], [-2.01519, -0.83678, 2.99603], [-4.36447, -1.14464, 2.40384], [-3.40265, -2.83558, -1.21399], [-0.99616, -2.62607, -0.78199], [1.68962, -2.38932, 2.41676], [2.72011, 1.74677, -2.47608], [3.33683, 2.70028, -3.81686], [1.73884, 2.77344, -1.42743], [1.71573, 0.41966, -3.09624], [4.07774, 1.07922, -1.55022], [-0.58433, 6.10007, -1.82971], [0.67205, 6.40463, -3.03343], [-1.76330, 4.95521, -2.48920], [0.15057, 5.41263, -0.37335], [-1.39399, 7.61148, -1.41834], [3.86795, 0.37363, 3.61410], [5.59141, 0.50740, 3.92196], [3.41300, 1.40452, 2.25504], [3.47104, -1.31925, 3.20298], [2.96342, 0.84831, 5.04746], [-1.70863, -6.19893, -1.55975], [-1.03665, -7.36262, -0.40190], [-2.63325, -4.95891, -0.69498], [-0.37400, -5.41175, -2.43657], [-2.74355, -7.03776, -2.70423], [0.59210, 5.10617, 3.54670], [-0.89156, 5.83605, 2.94290], [0.20823, 3.99761, 4.87083], [1.38322, 4.19544, 2.24150], [1.68220, 6.36503, 4.12577], [0.63445, 0.80885, -6.92732], [-0.21185, 2.21020, -6.26291], [0.08874, 0.51035, -8.57664], [2.37440, 1.11126, -6.92718], [0.28727, -0.61321, -5.92748], [-4.17286, 3.44737, 1.92902], [-3.31995, 1.97017, 2.41497], [-5.88889, 3.09409, 1.72406], [-3.95995, 4.68052, 3.17241], [-3.49888, 4.03203, 0.40373]], "forces_ev_per_angstrom": [[0.2, 0.2, 0.1], [-0.4, -0.9, 0.0], [-0.9, 1.3, 0.5], [-0.4, 0.0, -0.3], [0.5, 0.2, 0.4], [-0.2, 0.9, -0.5], [-0.1, -0.1, 0.4], [0.1, -0.4, -0.6], [-0.4, 0.3, 0.5], [0.8, 0.1, 0.4], [-0.2, 0.8, -0.6], [0.0, 0.4, 0.6], [0.6, 0.4, -0.8], [0.2, -0.2, 0.1], [-0.4, -0.1, -0.2], [0.5, -0.6, -0.1], [0.0, 0.0, -0.1], [0.3, -0.1, 0.2], [0.0, -0.2, 0.0], [-0.1, -0.1, 0.0], [0.1, -0.3, 0.1], [0.0, 0.0, -0.1], [0.0, -0.1, -0.2], [-0.2, 0.3, 0.0], [-0.2, 0.0, -0.1], [-0.5, -0.3, 0.3], [0.0, 0.1, 0.0], [0.0, 0.0, 0.1], [0.0, -0.1, 0.0], [0.1, 0.1, 0.0], [0.0, 0.0, 0.0], [0.0, 0.0, -0.1], [0.0, 0.0, 0.0], [0.0, 0.0, 0.0], [-0.1, 0.2, -0.1], [0.0, -0.1, 0.0], [0.0, 0.4, 0.1], [-0.1, -0.1, -0.1], [0.1, -0.1, -0.1], [0.4, -0.1, 0.3], [0.0, -0.1, -0.1], [-0.3, -0.2, 0.1], [0.0, 0.0, 0.0], [0.4, -1.5, -0.3], [0.1, 0.0, 0.0], [0.1, 0.1, 0.0], [0.0, 0.1, 0.1], [0.2, 0.0, 0.0], [0.0, 0.0, 0.0], [0.0, 0.0, 0.1], [0.0, -0.1, 0.0], [0.0, 0.1, -0.1], [0.0, 0.0, 0.0], [0.0, 0.0, 0.1], [0.0, 0.0, 0.0], [-0.1, -0.1, -0.1], [-0.1, 0.1, 0.0], [0.0, 0.0, 0.0], [0.1, 0.0, 0.0], [-0.2, -0.1, 0.0], [0.0, 0.0, 0.0]], "nbo_charge": [-0.695, 0.713, -0.575, -0.248, -0.455, -0.080, -0.002, -0.246, 0.054, -0.386, 0.027, -0.271, -0.653, 0.445, 0.435, 0.422, 0.223, 0.249, 0.235, 0.253, 0.235, 0.227, 0.208, 0.210, 0.205, 0.416, -0.226, 0.090, 0.061, 0.034, 0.041, -0.226, 0.062, 0.049, 0.046, 0.072, -0.222, 0.100, 0.064, 0.001, 0.088, -0.224, 0.043, 0.073, 0.017, 0.099, -0.223, 0.076, 0.052, 0.030, 0.074, -0.226, 0.062, 0.076, 0.059, 0.033, -0.224, 0.028, 0.071, 0.066, 0.058]}

---

E values (in hartree) by entry order: -1800.7302 -8345.1213 -13721.5705.